Record 1
A single C4H9NO2S molecule. Source: the OMol25 dataset; level of theory: ωB97M-V/def2-TZVPD.

Geometry (Å):
O 1.4107 1.3619 -0.8438
C 0.7820 0.5704 -0.1617
N 1.4083 -0.2139 0.7597
C 0.7481 -0.8999 1.8605
O 1.3790 -2.1493 2.1434
C -0.7228 0.3857 -0.3068
C -1.1931 0.9900 -1.6542
S -2.6791 0.1109 -2.1852
H 2.4059 -0.1065 0.8686
H -0.2346 -1.1818 1.5256
H 0.7957 -0.2858 2.7538
H 2.2452 -2.0039 2.5605
H -1.1750 0.9380 0.4917
H -0.9880 -0.6726 -0.3433
H -1.2100 2.0761 -1.5847
H -0.4175 0.8017 -2.3827
H -2.5548 0.2790 -3.5012

The calculation puts the molar mass at 135.19 g mol⁻¹. The energy above the lowest of the compared OMol25 structures with the same formula, charge and spin comes out at 0.915 eV. As for the HOMO energy: -9.139 eV. For the LUMO energy, the calculation gives 0.57 eV. Its HOMO-LUMO gap is 0.3569 Eh. Its calculated total energy is -20714.118 eV.

---

Record 2
A single C4H9NO2S molecule. Source: the OMol25 dataset; level of theory: ωB97M-V/def2-TZVPD.

Geometry (Å):
C -2.7303 1.1500 0.0594
C -1.5485 -0.8987 -0.0154
C 2.1062 -0.2623 0.5485
C 2.2431 1.0995 -0.1891
H -2.0886 1.5220 0.8587
H -3.7360 1.5099 0.3159
H -2.3729 1.5525 -0.9367
H -1.6836 -1.9354 0.0918
H 1.9101 -0.1638 1.6176
H 3.0496 -0.7367 0.4188
H 2.5227 1.0094 -1.2356
H 3.0794 1.7017 0.2487
H 0.3230 1.2941 -0.1300
N -0.4160 -0.3584 -0.1771
O -2.7797 -0.3043 0.0929
O 1.0638 1.9600 -0.0645
S 0.9508 -1.4388 -0.1661

The calculation puts the molar mass at 135.19 g mol⁻¹. The energy above the lowest of the compared OMol25 structures with the same formula, charge and spin comes out at 2.205 eV. As for the HOMO energy: -8.708 eV. For the LUMO energy, the calculation gives 0.83 eV. Its HOMO-LUMO gap is 0.3506 Eh. Its calculated total energy is -20712.828 eV.

---

Record 3
2 unconnected molecules or ions with the total composition C4H9NO2S. Source: the OMol25 dataset; level of theory: ωB97M-V/def2-TZVPD.

Geometry (Å):
C -0.6453 -2.2631 -0.3153
C 0.5295 -0.0013 0.0839
C -1.3926 1.6485 0.5127
C -0.0241 1.3548 -0.1343
N 2.7501 -1.4396 -0.2634
O 2.8645 0.8933 -0.9669
O 2.3357 0.5084 1.5202
S 2.2386 0.1137 0.1114
H 0.3138 -2.6110 -0.7734
H -1.0507 -1.4034 -0.8033
H -1.6774 2.6865 0.2413
H -2.3801 1.0132 0.4883
H -1.1820 1.6230 1.6319
H 0.6413 2.1754 0.3112
H 0.1698 1.3261 -1.2537
H 2.8985 -2.0505 0.4260
H 3.6152 -1.4590 -0.7160

The calculation puts the molar mass at 135.19 g mol⁻¹. The energy above the lowest of the compared OMol25 structures with the same formula, charge and spin comes out at 10.135 eV. As for the HOMO energy (spin up / spin down): -8.680 / -8.683 eV. For the LUMO energy (spin up / spin down), the calculation gives -1.55 / -1.55 eV. Its HOMO-LUMO gap (spin up / spin down) is 0.2620 / 0.2622 Eh. Its calculated total energy is -20704.898 eV.

---

Record 4
2 unconnected molecules or ions with the total composition C4H9NO2SSi. Source: the OMol25 dataset; level of theory: ωB97M-V/def2-TZVPD.

Geometry (Å):
C -3.5251 0.0317 0.2048
C -2.5170 -0.3304 0.9833
C -1.1436 -0.4717 0.4903
C 1.1448 0.9138 -1.4929
N -0.0270 -0.0562 0.9544
O -0.9803 -0.9961 -0.7306
O 1.7166 -1.8959 -0.0494
Si 0.8490 -0.7598 -0.6184
S 3.6402 0.3601 1.0798
H -4.4405 0.0254 0.5851
H -3.4035 0.2793 -0.8830
H -2.7671 -0.6393 2.0882
H 1.6327 0.7418 -2.4176
H 0.2683 1.4446 -1.7537
H 1.8050 1.5511 -0.9542
H 0.1826 0.5301 1.7712
H 3.1653 -0.7648 0.6808
H 4.3996 0.0363 0.0618

The calculation puts the molar mass at 163.27 g mol⁻¹. The energy above the lowest of the compared OMol25 structures with the same formula, charge and spin comes out at 1.899 eV. As for the HOMO energy: -9.235 eV. For the LUMO energy, the calculation gives 0.09 eV. Its HOMO-LUMO gap is 0.3427 Eh. Its calculated total energy is -28592.258 eV.